Entry 1:
The following is a DFT calculation (the ωB97M-V functional and the def2-TZVPD basis) of C36H30Cl5N2P2Pt as an isolated structure.

```
76
C36H30Cl5N2P2Pt (the ωB97M-V functional and the def2-TZVPD basis)
Pt 0.561 0.983 -1.338
Cl 2.844 0.783 1.167
Cl 1.948 -0.206 -4.064
Cl 4.651 -1.653 -4.198
Cl 6.410 -2.008 -1.667
Cl 5.445 -0.807 1.046
P -0.657 -0.890 -1.408
P 1.363 -0.372 2.361
N -1.062 4.775 -2.755
N -0.288 2.906 -1.940
C 0.304 4.888 -2.797
C -2.827 0.701 -0.702
C 0.781 3.724 -2.292
C 2.232 0.546 6.135
C -2.236 -0.555 -0.567
C 2.020 -0.469 3.961
C 1.383 -1.881 1.404
C 0.019 -2.398 0.910
C 4.903 -1.232 -1.567
C -1.336 -2.575 -3.527
C -2.070 -1.757 -5.665
C -4.822 -0.084 0.376
C 4.471 -0.696 -0.355
C -0.037 1.966 1.688
C -1.361 -0.203 -3.977
C -2.963 -1.578 0.047
C 3.395 -1.522 5.629
C 3.068 -0.499 6.517
C 3.214 -0.089 -0.337
C -1.104 -1.265 -3.108
C -2.338 0.996 2.933
C 2.310 -0.023 -1.393
C -1.201 0.206 2.901
C 2.829 -0.475 -2.604
C -1.381 3.582 -2.240
C -0.053 0.691 2.263
C -4.110 0.937 -0.239
C 1.707 0.572 4.860
C -1.844 -0.450 -5.249
C -1.812 -2.815 -4.808
C -2.324 2.259 2.360
C -4.243 -1.339 0.521
C -1.177 2.747 1.741
C 4.091 -1.084 -2.701
C 2.884 -1.514 4.350
C -0.084 -2.435 -0.619
H 2.018 -1.668 0.540
H -0.811 -1.816 1.311
H 1.991 1.333 6.836
H -3.229 0.630 3.423
H 1.930 -2.621 1.988
H 0.862 2.358 1.242
H -2.564 -2.579 0.147
H -1.723 5.469 -3.074
H -2.277 1.496 -1.190
H 0.807 5.760 -3.178
H -1.208 -0.762 3.389
H -1.981 -3.833 -5.131
H -1.162 3.744 1.323
H -0.845 -3.164 -0.900
H -1.165 0.817 -3.668
H -4.563 1.912 -0.365
H -2.040 0.375 -5.920
H 4.049 -2.324 5.943
H -0.100 -3.411 1.290
H 3.159 -2.308 3.669
H -3.213 2.874 2.412
H 3.474 -0.517 7.520
H -1.146 -3.428 -2.890
H 1.812 3.421 -2.181
H 1.050 1.379 4.563
H -2.399 3.249 -2.121
H -4.800 -2.143 0.982
H -2.446 -1.948 -6.661
H -5.830 0.091 0.729
H 0.844 -2.774 -1.082
```

- Kohn-Sham gap (eV) = 6.636
- charge = +3
- total energy (eV) = -125209.827

=====

Entry 2:
The following is a DFT calculation (the ωB97M-V functional and the def2-TZVPD basis) of C36H30ClN5O6ReSTe as an isolated structure at a distorted geometry.

```
81
C36H30ClN5O6ReSTe (the ωB97M-V functional and the def2-TZVPD basis)
Re 0.261 1.121 0.022
Te 1.350 3.488 -0.114
Cl 0.844 -5.130 0.851
S 1.070 1.336 2.176
O -1.468 2.301 0.268
O -1.347 -1.329 -2.997
O -1.440 -0.039 0.836
O -0.604 0.308 -1.698
O -0.254 -5.497 -1.923
O -1.314 -3.918 -3.058
N 0.769 -2.469 0.800
N -2.624 1.846 0.563
N -2.574 0.628 0.870
N 2.274 0.377 -0.398
N 0.368 -1.423 0.072
C 0.689 5.551 -4.542
C -1.342 5.028 -1.388
C 3.085 0.159 0.712
C 0.867 -1.590 4.383
C 0.490 -3.628 0.150
C 0.424 -1.696 3.072
C 2.480 -2.836 2.490
C -3.722 -1.466 1.233
C 0.985 4.235 -2.080
C -4.911 0.610 1.610
C 5.177 -0.597 1.726
C 4.752 -0.144 2.942
C -6.017 -1.503 1.952
C 4.350 -0.441 0.591
C 1.991 0.432 -2.854
C -4.861 -2.174 1.589
C 4.762 -0.854 -0.697
C 2.011 4.184 -3.031
C -0.767 -0.924 -1.992
C -0.168 -1.905 -1.030
C 0.542 6.304 -5.836
C 2.732 0.068 -1.603
C -6.037 -0.113 1.963
C 3.327 3.475 -2.819
C -0.112 -3.318 -1.056
C -0.325 5.573 -3.590
C 1.840 4.844 -4.249
C 1.241 -2.318 2.146
C -0.563 -4.341 -2.056
C 2.646 0.592 1.987
C -3.768 -0.083 1.243
C -0.202 4.936 -2.364
C 3.486 0.451 3.068
C 3.975 -0.594 -1.766
C 2.098 -2.116 4.750
C 2.902 -2.741 3.805
H 4.126 4.195 -2.628
H -6.904 -2.058 2.227
H 3.094 -3.313 1.739
H 2.640 4.803 -4.981
H 1.300 6.004 -6.558
H 0.646 7.378 -5.668
H 0.246 -1.092 5.115
H -2.810 -1.967 0.943
H -6.935 0.414 2.255
H 6.149 -1.058 1.604
H -1.391 -2.918 -3.068
H 4.280 -0.863 -2.768
H -1.049 5.582 -0.492
H 2.718 0.730 -3.608
H 2.435 -2.035 5.775
H 1.447 -0.427 -3.251
H -2.189 5.542 -1.842
H -4.910 1.691 1.619
H 3.303 2.789 -1.976
H -4.839 -3.256 1.577
H 3.866 -3.142 4.089
H 3.601 2.915 -3.715
H -1.243 6.109 -3.809
H 3.147 0.803 4.034
H 5.385 -0.243 3.814
H -0.531 -1.297 2.758
H -0.440 6.137 -6.280
H 1.281 1.238 -2.702
H 5.719 -1.350 -0.815
H -1.666 4.046 -1.057
```

- Kohn-Sham gap (spin up / spin down) (eV) = 6.415 / 6.539
- total energy (eV) = -90334.916
- multiplicity = 2
- <S²> = 1.019

=====

Entry 3:
The following is a DFT calculation (the ωB97M-V functional and the def2-TZVPD basis) of C36H30CrN9O2 as an isolated structure.

```
78
C36H30CrN9O2 (the ωB97M-V functional and the def2-TZVPD basis)
Cr 0.929 -0.203 0.138
O 3.377 0.705 3.339
O 2.904 -1.082 -3.409
N -3.449 -2.126 1.353
N 1.472 0.321 2.068
N 0.731 -2.057 0.669
N 1.177 -0.638 -1.919
N -1.765 -5.886 0.352
N -0.112 -4.264 1.190
N 0.622 1.694 -0.457
N -2.458 -0.084 0.588
N 2.868 -0.198 -0.011
C -3.623 1.266 -1.126
C 4.974 0.125 0.992
C -4.385 -2.002 0.388
C -2.888 2.431 -1.297
C -0.328 1.281 3.428
C 3.424 -0.528 -1.174
C -4.443 -0.923 -0.442
C 0.613 0.270 3.205
C -1.808 -0.242 -4.869
C 4.798 -0.549 -1.312
C -0.240 -0.941 5.101
C 0.680 -0.840 4.065
C -1.522 2.659 -1.028
C 0.266 -3.115 0.880
C 5.579 -0.220 -0.211
C 0.265 0.510 -3.876
C -0.627 1.581 -0.874
C 3.596 0.127 1.054
C -0.742 0.640 -4.825
C -0.883 -1.437 -2.984
C -2.558 -1.152 1.384
C 0.198 -0.545 -2.950
C -1.004 -2.563 -1.997
C 1.723 -1.909 3.895
C -0.896 3.930 -0.970
C -1.011 -5.087 0.718
C 2.792 0.432 2.297
C 0.430 4.042 -0.608
C -3.455 0.095 -0.330
C -1.872 -1.271 -3.948
C -1.197 0.038 5.308
C 2.454 -0.800 -2.301
C 1.169 2.906 -0.287
C 1.384 1.513 -3.857
C -1.226 1.146 4.481
C -0.391 2.502 2.556
H -1.961 1.926 4.643
H 2.285 1.087 -4.302
H -1.913 -0.061 6.115
H -0.690 1.458 -5.535
H 2.176 2.949 0.105
H -0.204 -1.810 5.748
H -2.585 -0.124 -5.614
H -1.478 4.816 -1.200
H 0.900 5.014 -0.544
H 5.527 0.381 1.884
H 0.602 2.797 2.222
H -1.009 2.309 1.677
H -2.702 -1.968 -3.966
H -5.231 -0.826 -1.178
H 1.877 -2.150 2.844
H -0.973 0.593 -1.158
H -0.836 3.333 3.103
H -1.699 -3.319 -2.360
H 1.103 2.404 -4.419
H -1.387 -2.202 -1.038
H -5.103 -2.812 0.312
H 5.211 -0.816 -2.274
H 6.658 -0.233 -0.291
H -1.803 -1.232 2.158
H -3.423 3.259 -1.755
H 1.633 1.813 -2.838
H 1.425 -2.817 4.417
H 2.678 -1.568 4.300
H -4.586 1.276 -1.627
H -0.037 -3.030 -1.816
```

- Kohn-Sham gap (spin up / spin down) (eV) = 4.871 / 7.001
- charge = -1
- total energy (eV) = -83750.665
- multiplicity = 5
- <S²> = 6.062

=====

Entry 4:
The following is a DFT calculation (the ωB97M-V functional and the def2-TZVPD basis) of C36H30F3N2P2Ru as an isolated structure at a distorted geometry.

```
74
C36H30F3N2P2Ru (the ωB97M-V functional and the def2-TZVPD basis)
Ru -0.920 0.706 0.000
P 0.687 0.635 -1.665
P -2.633 1.365 1.970
F 4.234 -2.682 4.217
F 2.913 -4.260 3.567
F 2.288 -2.916 5.137
N 0.505 -0.557 1.520
N -0.212 2.508 0.163
C -3.806 -0.280 0.076
C -0.797 -2.380 2.574
C 2.965 -2.998 3.986
C -1.132 -1.252 4.673
C 2.060 -0.699 3.354
C 2.623 -1.224 -2.423
C 1.398 2.368 -1.677
C 2.344 -2.060 2.963
C -1.650 -0.653 -4.680
C 1.357 -1.497 0.815
C 0.797 0.678 -4.459
C -0.615 4.705 0.418
C 0.300 0.337 -5.704
C -1.632 -0.131 4.011
C -1.699 3.019 2.084
C 1.145 -0.009 2.657
C 0.064 0.334 -3.322
C -3.148 1.900 -0.811
C -4.507 -0.534 -1.087
C 2.533 -0.671 0.001
C -3.119 0.949 0.244
C -0.806 -2.404 3.935
C 4.401 -2.001 -0.970
C -0.933 -1.095 1.833
C 2.076 -0.488 -1.397
C -3.849 1.609 -1.978
C 3.766 -2.000 -2.223
C -0.898 3.431 0.915
C -1.640 -0.032 2.634
C -1.161 -0.325 -3.429
C -0.916 -0.323 -5.812
C 0.534 3.169 -0.768
C 3.838 -1.363 0.093
C -4.528 0.405 -2.114
C 1.996 -2.475 1.735
C 0.299 4.540 -0.637
H -0.994 5.640 0.781
H 0.734 5.331 -1.219
H -3.900 2.348 -2.763
H 2.539 -0.284 4.226
H 0.863 0.589 -6.590
H 2.192 -1.159 -3.413
H -5.106 0.212 -3.006
H 1.749 1.183 -4.372
H -5.077 -1.448 -1.177
H 2.582 0.282 0.545
H 4.338 -1.367 1.050
H -2.097 0.651 4.599
H 0.769 -2.012 0.048
H -1.106 -1.278 5.750
H 0.825 0.979 2.955
H -0.632 -3.280 2.002
H -1.296 -0.584 -6.789
H 4.182 -2.565 -3.044
H -2.592 -1.169 -4.779
H 1.381 2.777 -2.694
H -1.077 2.900 2.981
H -1.385 -1.284 0.812
H 2.200 -3.469 1.369
H 5.346 -2.511 -0.857
H -2.443 3.786 2.323
H -0.629 -3.329 4.460
H -3.872 -0.975 0.908
H -2.758 2.906 -0.669
H -1.706 -0.586 -2.516
H 2.443 2.368 -1.339
```

- Kohn-Sham gap (spin up / spin down) (eV) = 3.691 / 3.709
- charge = +3
- total energy (eV) = -70079.476

=====

Entry 5:
The following is a DFT calculation (the ωB97M-V functional and the def2-TZVPD basis) of a 6-piece molecular cluster, C36H30F6 overall at a distorted geometry.

```
72
C36H30F6 (the ωB97M-V functional and the def2-TZVPD basis)
F -8.113 -6.400 -11.121
F -13.983 -4.160 -18.375
F -6.118 -14.558 -20.440
F -16.573 -13.268 -18.386
F -12.766 -9.741 -8.947
F -9.168 -12.041 -14.849
C -7.375 -14.238 -18.455
C -11.489 -9.651 -8.808
C -4.808 -7.496 -9.997
C -6.980 -7.060 -10.979
C -10.054 -9.595 -12.295
C -11.151 -8.940 -12.971
C -4.983 -13.859 -18.526
C -5.958 -6.762 -10.026
C -6.754 -8.105 -11.879
C -14.699 -15.634 -16.356
C -9.536 -8.287 -8.818
C -9.447 -10.735 -12.872
C -14.331 -4.638 -17.174
C -4.568 -8.475 -10.956
C -10.785 -10.837 -8.787
C -9.382 -10.710 -8.657
C -13.863 -13.456 -15.873
C -4.946 -13.559 -17.170
C -14.782 -12.864 -16.781
C -15.584 -4.380 -16.630
C -7.399 -13.876 -17.165
C -11.602 -9.372 -14.164
C -13.614 -5.827 -15.232
C -9.861 -11.117 -14.130
C -5.510 -8.731 -11.943
C -13.819 -14.805 -15.714
C -13.348 -5.365 -16.488
C -10.929 -8.371 -8.794
C -15.861 -4.920 -15.340
C -8.757 -9.497 -8.673
C -15.743 -15.064 -17.167
C -6.176 -14.178 -19.172
C -14.856 -5.625 -14.680
C -15.739 -13.669 -17.447
C -6.191 -13.545 -16.515
C -10.975 -10.452 -14.768
H -8.690 -11.269 -12.317
H -12.985 -12.948 -15.503
H -11.176 -10.630 -15.814
H -3.645 -9.034 -10.968
H -6.077 -5.915 -9.367
H -12.854 -6.330 -14.652
H -7.678 -9.558 -8.669
H -5.283 -9.430 -12.734
H -4.139 -13.959 -19.192
H -3.958 -7.222 -9.390
H -12.334 -5.461 -16.846
H -13.034 -15.311 -15.172
H -6.104 -13.355 -15.455
H -14.970 -6.088 -13.711
H -16.808 -4.842 -14.827
H -8.348 -13.803 -16.656
H -9.016 -7.341 -8.845
H -4.050 -13.325 -16.615
H -14.816 -11.821 -17.062
H -8.877 -11.660 -8.567
H -11.243 -11.811 -8.694
H -7.462 -8.297 -12.671
H -14.755 -16.709 -16.281
H -16.278 -3.719 -17.128
H -8.206 -14.706 -18.961
H -9.691 -9.234 -11.344
H -12.326 -8.839 -14.762
H -11.563 -8.054 -12.510
H -11.663 -7.580 -8.841
H -16.411 -15.755 -17.661
```

- Kohn-Sham gap (eV) = 9.540
- total energy (eV) = -54121.197
- SMILES string = Fc1ccccc1.Fc1ccccc1.Fc1ccccc1.Fc1ccccc1.Fc1ccccc1.Fc1ccccc1

=====

Entry 6:
The following is a DFT calculation (the ωB97M-V functional and the def2-TZVPD basis) of a 6-piece molecular cluster, C36H30N6O12 overall at a distorted geometry.

```
84
C36H30N6O12 (the ωB97M-V functional and the def2-TZVPD basis)
O -4.949 -8.459 -1.651
O -1.384 -4.191 -4.602
O -0.943 -15.936 -2.087
O -1.778 -6.770 1.866
O -1.254 -15.461 -0.012
O -5.884 -8.771 -8.062
O -1.242 -5.095 3.090
O -3.251 -7.200 -1.210
O -3.281 -3.389 -5.333
O 0.706 -6.234 -12.083
O -4.776 -7.195 -9.057
O 2.477 -7.411 -11.846
N -1.993 -5.687 2.307
N -2.353 -3.529 -4.488
N -1.228 -15.134 -1.218
N -3.923 -7.876 -1.959
N 1.568 -6.771 -11.352
N -5.808 -7.827 -8.882
C 1.425 -5.988 -7.115
C -4.324 -5.769 1.295
C -2.637 -2.924 -3.180
C 2.562 -6.491 -7.708
C -5.538 -5.157 0.942
C -1.469 -13.754 -1.707
C 0.279 -5.837 -7.905
C -3.867 -3.161 -2.506
C 2.610 -6.878 -9.079
C -3.310 -5.058 1.969
C -9.373 -7.912 -10.349
C -3.590 -3.742 2.521
C -2.232 -7.172 -3.779
C 0.286 -6.298 -9.225
C -3.306 -7.959 -3.371
C -4.155 -2.690 -1.254
C -1.879 -7.150 -5.075
C -5.797 -3.895 1.433
C -1.667 -2.132 -2.447
C -1.655 -12.014 -3.410
C -7.057 -7.541 -9.675
C -2.582 -7.883 -6.033
C -6.961 -6.631 -10.785
C -1.558 -13.354 -3.009
C -3.270 -1.864 -0.617
C -9.231 -6.986 -11.407
C -1.967 -11.014 -2.507
C -3.943 -8.903 -4.198
C -8.048 -6.370 -11.631
C -1.872 -11.360 -1.191
C -2.034 -1.513 -1.250
C -4.881 -3.181 2.208
C -1.655 -12.722 -0.805
C 1.438 -6.697 -9.887
C -8.292 -8.207 -9.537
C -3.565 -8.755 -5.552
H -2.870 -3.153 3.070
H -10.365 -8.274 -10.125
H -0.521 -6.026 -9.889
H -4.100 -6.773 0.967
H -6.236 -5.658 0.287
H -1.722 -11.705 -4.442
H 3.527 -7.240 -9.518
H 1.291 -5.609 -6.113
H -1.703 -13.098 0.206
H -5.147 -2.635 -0.830
H -8.292 -9.019 -8.825
H -0.629 -5.360 -7.567
H -2.280 -7.776 -7.064
H -0.602 -2.155 -2.625
H -4.635 -3.727 -3.013
H -4.016 -9.380 -6.309
H -1.097 -6.552 -5.521
H -6.032 -6.128 -11.006
H -3.508 -1.251 0.240
H -8.002 -5.753 -12.516
H -1.669 -14.064 -3.816
H -6.787 -3.496 1.268
H -1.414 -0.796 -0.734
H -4.785 -9.462 -3.818
H -10.088 -6.919 -12.060
H -2.028 -10.546 -0.499
H 3.414 -6.600 -7.053
H -1.780 -6.447 -3.119
H -2.130 -9.970 -2.727
H -5.229 -2.205 2.513
```

- Kohn-Sham gap (eV) = 8.661
- total energy (eV) = -71309.069
- SMILES string = O=[N+]([O-])c1ccccc1.O=[N+]([O-])c1ccccc1.O=[N+]([O-])c1ccccc1.O=[N+]([O-])c1ccccc1.O=[N+]([O-])c1ccccc1.O=[N+]([O-])c1ccccc1